a | Formula: C8H14NO2
Source: OMol25
Level of theory: ωB97M-V/def2-TZVPD

Output
frontier orbital gap (alpha / beta) = 4.71 / 4.71 eV

```
! wB97M-V def2-TZVPD RIJCOSX def2/J DEFGRID3
* xyz -1 1
C 1.99451 0.66133 -0.05293
C 0.83455 0.68388 0.77570
C 1.73387 0.81255 -1.55501
C 2.23612 -0.55234 -2.17632
C -0.14336 -0.08378 0.31021
C -2.39711 -1.18641 0.11148
C -2.19095 1.11985 1.41370
C -1.54816 -0.27811 1.00697
N 2.07350 -1.41058 -1.06280
O 2.64614 -0.68484 -0.02364
O -1.34317 -0.81425 2.33264
H 2.75654 1.25514 0.45752
H 1.02423 1.19186 1.76433
H 0.71822 1.02185 -1.69178
H 2.42366 1.71180 -1.88220
H 1.51867 -0.66737 -2.98457
H 3.34468 -0.50474 -2.44196
H 0.07906 -0.72822 -0.47051
H -2.44639 -0.53668 -0.85337
H -3.46260 -1.42417 0.34600
H -1.82226 -2.12867 -0.02090
H -3.19731 1.21251 0.92694
H -2.15460 1.08497 2.52548
H -1.50001 1.98663 1.00668
H -1.17783 -1.74220 2.23834
*
```

b | Formula: C8H14NO2
Source: OMol25
Level of theory: ωB97M-V/def2-TZVPD

Output
frontier orbital gap = 6.27 eV

```
! wB97M-V def2-TZVPD RIJCOSX def2/J DEFGRID3
* xyz -1 1
C -1.54088 1.36056 -1.05754
C -1.45923 0.41883 -0.10885
C -0.81002 1.39666 -2.33375
C 0.39495 0.45982 -2.20172
C -0.52570 -0.66426 -0.21062
C 0.22455 -1.64907 2.17903
C 0.58684 0.82865 1.95603
C 0.68714 -0.50997 1.23425
N 0.15391 -0.79515 -1.52345
O 1.33447 -1.62328 -1.44385
O 1.87044 -0.72437 0.73375
H -2.31064 2.14330 -1.00753
H -2.17924 0.42821 0.71559
H -1.52528 0.91111 -3.09755
H -0.33172 2.28445 -2.70704
H 0.96824 0.18413 -3.11803
H 1.33975 0.96502 -1.63167
H -0.94944 -1.65080 -0.06683
H 1.25921 -1.85467 2.76265
H -0.06361 -2.53175 1.67932
H -0.44724 -1.46442 3.04537
H 1.35250 1.52490 1.71680
H -0.32335 1.34376 1.92334
H 0.62897 0.59059 3.08707
H 1.66538 -1.37225 -0.52478
*
```

Energetically preferred structure: b | next structure: +157.8 kJ/mol

a | Formula: C53H48As2Cl4GeN3O4SY
Source: OMol25
Level of theory: ωB97M-V/def2-TZVPD

Output
frontier orbital gap (alpha / beta) = 7.02 / 6.09 eV

```
! wB97M-V def2-TZVPD RIJCOSX def2/J DEFGRID3
* xyz 1 2
Y -0.36948 0.93717 0.16412
Cl -3.61476 0.23713 -6.74882
C -3.00205 0.66557 -5.18214
C -3.86196 1.27419 -4.26119
C -3.41315 1.63343 -3.01346
C -2.08532 1.35642 -2.62499
O -1.63795 1.65730 -1.45050
C -1.21729 0.76196 -3.57881
C 0.18081 0.60863 -3.30559
N 0.79340 0.72160 -2.16675
C 2.21601 0.72145 -2.22671
C 2.98648 0.35236 -3.30606
C 4.38404 0.48153 -3.28951
C 5.03081 0.98264 -2.19915
C 4.28890 1.34286 -1.05706
C 4.90213 1.87239 0.09871
C 4.12546 2.21832 1.16549
C 2.73939 2.00611 1.08336
N 2.12950 1.49579 0.03558
C 2.88114 1.18705 -1.05624
C -1.68627 0.43951 -4.86441
H -4.88757 1.46516 -4.54923
H -4.07141 2.13312 -2.31568
H 0.76151 0.44324 -4.21156
H 2.54827 -0.05805 -4.20257
H 4.94236 0.17712 -4.16389
H 6.10631 1.10063 -2.18696
H 5.97680 2.00365 0.11447
H 4.53665 2.63723 2.07234
H 2.11559 2.27103 1.92650
H -1.01598 0.00168 -5.59251
C 2.42061 -1.53460 1.84911
C 1.62720 -1.35137 3.13181
As 0.50603 0.27422 3.20243
C -0.86095 -0.24602 4.47485
C -2.10355 0.37552 4.42068
C -3.09090 0.03811 5.33464
C -2.84233 -0.92330 6.30147
C -1.60343 -1.54744 6.35847
C -0.61338 -1.20866 5.45088
C 1.61252 1.41886 4.32967
C 0.99082 2.31940 5.18991
C 1.74736 3.17697 5.97496
C 3.13245 3.14163 5.91141
C 3.75950 2.24124 5.06297
C 3.00385 1.38615 4.27514
As 1.23735 -1.86236 0.30369
C 0.62361 -3.64070 0.78895
C -0.37409 -3.78949 1.74852
C -0.76680 -5.05566 2.15727
C -0.17485 -6.18100 1.60419
C 0.81765 -6.03729 0.64697
C 1.22119 -4.77331 0.24332
C 2.47915 -2.30814 -1.11345
C 3.85938 -2.21569 -0.98163
C 4.68657 -2.63884 -2.01409
C 4.14056 -3.16383 -3.17492
C 2.76209 -3.25466 -3.31099
C 1.93178 -2.82489 -2.28742
H 3.07095 -2.41011 1.94034
H 3.04905 -0.66870 1.61860
H 2.29740 -1.32695 3.99534
H 0.94995 -2.19508 3.28273
H -2.32157 1.09846 3.64251
H -4.06003 0.51422 5.27257
H -3.61654 -1.19098 7.00764
H -1.40796 -2.29680 7.11377
H 0.35174 -1.69583 5.52319
H -0.09114 2.34157 5.27030
H 1.25353 3.86427 6.64869
H 3.72013 3.80519 6.53082
H 4.84009 2.19558 5.02380
H 3.51339 0.68505 3.62201
H -0.86009 -2.92410 2.17904
H -1.54324 -5.15675 2.90383
H -0.48734 -7.16767 1.91829
H 1.28447 -6.91131 0.21269
H 2.00445 -4.68448 -0.49912
H 4.30623 -1.83003 -0.07307
H 5.76106 -2.56943 -1.90386
H 4.78864 -3.50837 -3.97031
H 2.33020 -3.67162 -4.21224
H 0.85488 -2.91563 -2.39718
C -0.15885 4.61762 -1.30963
N -0.34668 5.05944 0.06806
C -0.65221 6.47759 0.24246
C -0.22855 4.21255 1.07686
C -0.46226 4.64712 2.49530
O 0.09879 3.00961 0.91335
H -0.83662 5.18279 -1.94684
H -0.40111 3.56515 -1.41227
H 0.86796 4.80432 -1.63106
H -0.28845 7.01017 -0.63253
H -0.14739 6.88940 1.11056
H -1.72752 6.63822 0.32776
H -0.65308 5.70258 2.64247
H 0.39723 4.33647 3.08992
H -1.32469 4.08050 2.85022
Cl -5.32629 0.24206 2.29658
Ge -4.11527 0.48101 0.45668
Cl -2.75272 2.26040 1.29578
Cl -2.18653 -0.89599 1.18755
O -6.55428 -2.39274 -7.10414
C -6.74848 -2.38981 -5.77154
O -7.85185 -2.38967 -5.30796
C -5.51584 -2.38024 -4.91859
C -5.61946 -1.80529 -3.65142
C -4.50860 -1.71517 -2.84422
C -3.26641 -2.21878 -3.27233
S -1.85673 -1.99594 -2.34384
C -3.19362 -2.85281 -4.52859
C -4.30201 -2.92385 -5.34238
H -5.62323 -2.23789 -7.31541
H -6.57863 -1.42150 -3.33227
H -4.57107 -1.23423 -1.87800
H -2.24610 -3.26658 -4.84499
H -4.21948 -3.42008 -6.30156
*
```

b | Formula: C53H48As2Cl4GeN3O4SY
Source: OMol25
Level of theory: ωB97M-V/def2-TZVPD

Output
frontier orbital gap (alpha / beta) = 7.57 / 5.86 eV

```
! wB97M-V def2-TZVPD RIJCOSX def2/J DEFGRID3
* xyz 1 2
Y 0.10286 1.28566 -0.25382
Cl -1.97369 -4.37240 -4.11964
C -1.21258 -2.77784 -3.87133
C -2.23491 -1.67095 -3.86752
C -1.81469 -0.69907 -3.07581
C -0.49127 -1.06790 -2.42026
O -0.33885 -0.51524 -1.15860
C 0.61486 -0.67403 -3.39273
C 1.60755 0.35990 -3.16133
N 1.70355 1.17493 -2.17180
C 2.86335 2.01971 -2.26957
C 4.09746 1.54357 -1.93590
C 5.24226 2.35711 -2.08136
C 5.13502 3.61461 -2.59750
C 3.86895 4.12059 -2.97696
C 3.69498 5.38011 -3.59780
C 2.44542 5.78151 -3.96260
C 1.35064 4.94481 -3.65687
N 1.46357 3.77462 -3.08350
C 2.71434 3.33653 -2.77569
C 0.70010 -1.31445 -4.56773
H -3.09852 -1.67802 -4.51753
H -2.25731 0.28077 -2.96195
H 2.36076 0.42722 -3.94982
H 4.19148 0.53592 -1.54938
H 6.20898 1.96404 -1.79730
H 6.01195 4.23359 -2.73887
H 4.56077 6.00390 -3.78383
H 2.27581 6.73082 -4.45075
H 0.34079 5.27470 -3.88244
H 1.46892 -1.03135 -5.27917
C 2.17694 -2.18976 0.15418
C 2.10914 -1.75625 1.61975
As 0.47474 -0.73977 2.00063
C 0.72613 -0.27322 3.87165
C 1.98163 0.02034 4.39368
C 2.11903 0.40523 5.72193
C 1.00218 0.50801 6.53753
C -0.25587 0.22070 6.02150
C -0.39240 -0.16626 4.69675
C -0.89889 -2.08814 2.18940
C -0.75339 -3.11438 3.11686
C -1.68337 -4.14027 3.16286
C -2.76351 -4.13985 2.28785
C -2.92195 -3.10372 1.37965
C -1.98922 -2.07701 1.32998
As 0.88556 -3.64861 -0.21655
C 0.67445 -3.41995 -2.16365
C -0.57256 -2.63146 -2.48293
C -0.18177 -2.46563 -4.98145
C 0.71042 -3.62226 -5.33888
C 1.42360 -4.30099 -4.44543
C 1.46378 -4.11431 -2.99479
C 2.08166 -5.18361 -0.09363
C 3.44751 -5.18627 -0.37192
C 4.19495 -6.34691 -0.23399
C 3.58524 -7.52269 0.18198
C 2.22748 -7.53363 0.46180
C 1.48369 -6.36884 0.32906
H 3.18581 -2.51848 -0.09303
H 1.92954 -1.36636 -0.51740
H 2.93498 -1.08317 1.85973
H 2.16408 -2.60919 2.30062
H 2.86800 -0.04408 3.77534
H 3.10257 0.62145 6.11810
H 1.11128 0.79997 7.57372
H -1.12992 0.28222 6.65780
H -1.37576 -0.41483 4.31175
H 0.08890 -3.12031 3.79959
H -1.56394 -4.94450 3.87726
H -3.48335 -4.94707 2.31943
H -3.76399 -3.10162 0.69939
H -2.08603 -1.29440 0.58485
H -1.34183 -2.90806 -1.75465
H -0.73397 -2.16524 -5.87842
H 0.77107 -3.89737 -6.38421
H 2.05282 -5.10349 -4.81358
H 2.25158 -4.69682 -2.52936
H 3.94479 -4.28555 -0.71063
H 5.25468 -6.33464 -0.45428
H 4.16904 -8.42744 0.28921
H 1.74701 -8.44668 0.78827
H 0.42385 -6.38005 0.55927
C 0.20258 3.04863 3.73494
N -1.23879 2.88191 3.59689
C -2.03041 3.33487 4.73752
C -1.80511 2.46174 2.48048
C -3.29963 2.35684 2.42767
O -1.13111 2.14540 1.46065
H 0.52736 2.53953 4.64168
H 0.44114 4.11084 3.80604
H 0.71256 2.62328 2.88020
H -2.38279 4.35629 4.58303
H -1.39281 3.31228 5.61736
H -2.88054 2.68296 4.91624
H -3.66170 1.63268 3.15912
H -3.59172 2.03548 1.43302
H -3.76697 3.31759 2.64654
Cl 2.16531 2.60609 0.76094
Ge 0.31701 4.54629 0.05691
Cl 1.54142 6.20829 -0.56466
Cl -0.95220 5.52141 1.55834
O -7.77867 2.58138 -0.16036
C -6.89598 3.42215 0.41576
O -7.22261 4.12477 1.32728
C -5.49986 3.41600 -0.13176
C -4.89777 2.26566 -0.62913
C -3.56935 2.29511 -1.02247
C -2.84328 3.48339 -0.96830
S -1.19360 3.49565 -1.62678
C -3.46231 4.64425 -0.50927
C -4.77187 4.59938 -0.06597
H -7.41183 2.19735 -0.96734
H -5.43679 1.32586 -0.66455
H -3.09728 1.38558 -1.36870
H -2.92010 5.57791 -0.49434
H -5.25122 5.48495 0.32975
*
```

Energetically preferred structure: a | next structure: +257.5 kJ/mol

a | Formula: C2H2FFeO
Source: OMol25
Level of theory: ωB97M-V/def2-TZVPD

Output
frontier orbital gap (alpha / beta) = 7.58 / 7.44 eV

```
! wB97M-V def2-TZVPD RIJCOSX def2/J DEFGRID3
* xyz 0 6
C -0.14417 -0.33085 -0.22339
C -0.97236 0.51615 -0.73037
O 0.74058 -1.16658 -0.15971
H -1.10393 1.50787 -0.29288
H 1.67225 -0.66319 1.51030
Fe -1.95161 0.03704 -2.50080
F 1.30940 0.15404 2.02053
*
```

b | Formula: C2H2FFeO
Source: OMol25
Level of theory: ωB97M-V/def2-TZVPD

Output
frontier orbital gap (alpha / beta) = 7.58 / 7.44 eV

```
! wB97M-V def2-TZVPD RIJCOSX def2/J DEFGRID3
* xyz 0 6
C 0.35490 0.32130 0.11583
C 1.23893 -0.61231 0.07540
O -0.24756 1.35824 -0.05107
H 0.96270 -1.66020 -0.05608
H -2.29576 0.79990 -0.11444
Fe 3.25343 -0.09288 0.14042
F -2.49753 -0.17732 -0.02234
*
```

Energetically preferred structure: b | next structure: +21.0 kJ/mol